1.
76
Properties=species:S:1:pos:R:3:mulliken_charge:R:1 method="wB97M-V/def2-TZVPD" relative_energy_ev=4.758 charge=0 max_force_ev_per_a=6.19
O -1.79377 0.96263 -2.36979 -0.63
C -0.98084 1.89781 -2.60039 0.47
C -1.16832 2.87842 -3.74195 -0.30
C 0.24696 3.40702 -3.84268 -0.45
C 0.71297 3.28604 -2.45482 -0.46
O 0.14654 2.10948 -1.86254 -0.30
H -1.55149 2.37312 -4.62849 0.28
H -1.83457 3.61321 -3.28995 0.24
H 0.93846 2.71380 -4.32163 0.24
H 0.44731 4.40317 -4.23721 0.33
H 1.78747 3.16214 -2.31988 0.31
H 0.45650 4.16462 -1.86285 0.27
O -7.01877 -5.91987 -0.34838 -0.58
C -6.09971 -5.26123 0.14446 0.53
C -4.70866 -5.12217 -0.35736 -0.33
C -4.03865 -4.97907 0.99868 -0.64
C -4.95623 -4.12404 1.82060 -0.35
O -6.17310 -4.60912 1.35764 -0.34
H -4.34919 -6.03938 -0.82386 0.24
H -4.58556 -4.27168 -1.02790 0.26
H -3.81932 -5.88850 1.55809 0.27
H -3.01009 -4.62204 0.94694 0.38
H -4.88557 -4.30908 2.89245 0.29
H -4.72894 -3.08266 1.59263 0.26
O 7.54491 -3.43725 -3.40743 -0.59
C 6.58572 -3.47593 -2.67088 0.47
C 6.35955 -4.59284 -1.70399 -0.36
C 5.26710 -4.04171 -0.73821 -0.39
C 4.86213 -2.71760 -1.43846 -0.36
O 5.60492 -2.58066 -2.65191 -0.33
H 5.98914 -5.37301 -2.36898 0.20
H 7.24156 -5.02230 -1.22888 0.31
H 4.37437 -4.66396 -0.67552 0.27
H 5.72105 -3.83894 0.23180 0.27
H 3.82788 -2.77611 -1.77759 0.25
H 4.94134 -1.80837 -0.84253 0.26
O -8.73840 2.26320 -3.23182 -0.62
C -9.59696 1.46872 -3.62032 0.57
C -9.24808 -0.02976 -3.69942 -0.46
C -10.39684 -0.48358 -4.66560 -0.47
C -11.53013 0.54310 -4.33951 -0.39
O -10.81556 1.71997 -3.91199 -0.32
H -8.19364 -0.21796 -3.90152 0.31
H -9.32862 -0.49733 -2.71810 0.25
H -10.08022 -0.36043 -5.70131 0.26
H -10.56965 -1.54974 -4.51884 0.34
H -12.09558 0.82454 -5.22785 0.26
H -12.33467 0.23540 -3.67158 0.27
O 6.28792 3.70126 1.62199 -0.62
C 6.73041 4.61698 0.90894 0.48
C 8.06265 4.61740 0.11104 -0.30
C 8.23599 5.99404 -0.44114 -0.46
C 6.87669 6.70665 -0.04395 -0.34
O 6.10717 5.81605 0.83685 -0.33
H 8.64717 4.37954 0.99978 0.21
H 8.05064 3.84537 -0.65833 0.30
H 9.16152 6.41024 -0.04331 0.26
H 8.49993 5.90832 -1.49523 0.29
H 7.17045 7.61845 0.47606 0.24
H 6.23900 6.99888 -0.87825 0.28
C 1.98773 1.79450 7.34079 -0.72
O 1.83276 0.58680 6.58399 -0.33
C 0.92340 0.50227 5.48228 -0.45
C 1.14498 -0.75366 4.60689 -0.48
O 1.06874 -2.00329 5.38982 -0.36
C 2.12146 -2.37934 6.16967 -0.56
H 1.31953 2.55753 6.94154 0.34
H 3.01509 2.15722 7.30794 0.24
H 1.76561 1.44078 8.34759 0.24
H 1.06033 1.42599 4.92006 0.43
H -0.10722 0.69578 5.77975 0.35
H 2.04633 -0.62199 4.00827 0.32
H 0.32489 -0.85515 3.89608 0.29
H 1.94619 -3.45213 6.25022 0.23
H 2.00270 -1.94056 7.16036 0.18
H 3.05327 -2.09797 5.67910 0.30

---

2.
85
Properties=species:S:1:pos:R:3:mulliken_charge:R:1 method="wB97M-V/def2-TZVPD" relative_energy_ev=0.927 charge=0 max_force_ev_per_a=2.09
C 1.24346 1.77158 -6.44321 -1.03
C 2.19547 1.94659 -5.28108 -0.34
O 1.56913 1.57350 -4.02862 -0.21
C 1.52724 0.25516 -3.77767 0.43
O 1.84567 -0.59697 -4.56208 -0.59
O 1.17320 0.10899 -2.51760 0.00
C 1.24107 -1.21464 -2.00795 -0.54
H 1.75072 2.01149 -7.37756 0.38
H 0.33938 2.36540 -6.30329 0.22
H 0.89811 0.73921 -6.50399 0.30
H 2.41651 2.99989 -5.12420 0.29
H 3.09141 1.34328 -5.41442 0.39
H 2.13511 -1.76941 -2.27922 0.50
H 0.37938 -1.75125 -2.42616 0.38
H 1.04357 -1.25854 -0.93822 -0.21
C 3.16522 -2.32112 2.84994 -1.34
C 2.32813 -1.59111 1.82216 0.57
O 3.01857 -0.43027 1.40636 -0.38
C 2.83581 0.74301 2.00633 0.73
O 3.33552 1.75761 1.65438 -0.53
O 2.03576 0.56855 3.08096 -0.28
C 1.77447 1.64806 3.92720 -0.81
H 4.08259 -2.68145 2.37758 0.36
H 2.68238 -3.24135 3.18107 0.34
H 3.43946 -1.58641 3.60577 0.35
H 1.30520 -1.42319 2.15048 0.01
H 2.17871 -2.32533 1.02225 0.10
H 1.88166 1.36800 4.97430 0.32
H 0.72491 1.96450 3.86250 0.25
H 2.30330 2.57417 3.70317 0.30
C -4.29974 -0.14203 3.37031 -0.90
C -4.12384 -1.61852 3.71300 -0.39
O -4.23886 -2.33087 2.46012 -0.23
C -4.65790 -3.59360 2.47812 0.69
O -5.33625 -4.07369 3.34421 -0.58
O -4.18301 -4.18309 1.38369 -0.22
C -4.42243 -5.58160 1.28721 -0.79
H -4.43244 0.40620 4.30636 0.44
H -5.24460 0.06622 2.87014 0.31
H -3.43751 0.18642 2.79632 0.01
H -4.92384 -1.97875 4.35788 0.50
H -3.17090 -1.82483 4.19992 0.27
H -4.24329 -6.10227 2.23398 0.35
H -3.90196 -5.98006 0.42879 0.23
H -5.50102 -5.77940 1.25954 0.33
O -0.31716 1.98918 0.82573 -0.46
C -0.83798 0.92828 0.77198 0.66
O -0.57025 -0.09109 1.66857 -0.43
C -1.11507 -1.36227 1.21947 0.48
C -2.12953 -0.83086 0.21319 -0.24
O -1.76503 0.51773 -0.07922 -0.44
H -0.34163 -2.00133 0.81064 -0.42
H -1.60696 -1.82715 2.07025 0.31
H -3.09925 -0.68922 0.68544 0.08
H -2.10765 -1.42654 -0.69549 0.44
O 2.88226 6.23671 -1.49149 -0.55
C 2.70953 5.83286 -0.38277 0.62
O 1.54090 5.36301 0.07126 -0.22
C 1.69189 4.88632 1.40051 0.17
C 3.17362 5.17978 1.74985 -0.19
O 3.66395 5.80045 0.56238 -0.39
H 1.04254 5.48586 2.03748 0.28
H 1.50007 3.83094 1.57888 -0.19
H 3.70026 4.23488 1.86308 0.21
H 3.18791 5.80371 2.63937 0.29
O -1.87491 4.19481 -5.19541 -0.59
C -1.32343 4.17396 -4.13286 0.50
O -1.27265 5.19100 -3.24264 -0.39
C -0.39823 4.80044 -2.18343 -0.23
C -0.37721 3.28820 -2.25420 0.36
O -0.75591 3.08524 -3.60788 -0.25
H 0.59458 5.21454 -2.38051 0.22
H -0.79562 5.22842 -1.26678 0.30
H -1.10502 2.96923 -1.50420 -0.20
H 0.59873 2.91514 -1.96181 0.25
O -1.53763 -3.41634 -2.11774 -0.51
C -0.85846 -4.16780 -1.49934 0.61
O -0.12604 -5.17391 -1.99734 -0.39
C 0.67113 -5.76301 -0.99517 -0.48
C 0.39263 -4.95230 0.29225 0.11
O -0.59608 -4.05244 -0.18344 -0.16
H 0.56229 -6.83138 -0.81543 0.30
H 1.71373 -5.61898 -1.28305 0.31
H 1.27802 -4.36587 0.53906 -0.09
H 0.18414 -5.59826 1.14204 0.32

---

3.
95
Properties=species:S:1:pos:R:3:mulliken_charge:R:1 method="wB97M-V/def2-TZVPD" s2=20.0146 multiplicity=9 relative_energy_ev=5.784 charge=+1 max_force_ev_per_a=3.95
Fe -5.21439 1.71983 26.76057 1.03
Fe -3.46056 4.63009 25.74751 0.70
C -4.48103 6.68502 24.05960 0.37
O -5.19345 5.95598 25.14468 -0.45
O -3.25946 6.08722 24.28806 -0.99
C -5.12558 6.62972 22.64770 0.60
F -5.28410 5.33056 22.32240 -0.22
F -6.18231 7.38342 22.51911 -0.25
F -4.20662 7.16759 21.82514 -0.26
C -6.51506 6.40595 25.50742 -0.36
C -7.20536 5.72477 26.61714 -1.03
H -8.17355 6.16486 26.85596 0.44
H -7.42638 4.69769 26.32668 0.18
H -6.59993 5.74083 27.52338 0.12
H -7.18867 6.27586 24.66042 0.27
H -6.58797 7.43037 25.87258 0.33
H -4.52563 7.69966 24.45534 0.47
C -3.71096 4.46482 28.53927 0.48
O -2.96797 5.32937 27.59211 0.41
O -4.46814 3.66853 27.59409 -0.45
C -2.84516 3.81600 29.71672 0.40
F -1.71801 3.33616 29.11110 -0.19
F -2.49923 4.64609 30.67894 -0.23
F -3.52855 2.87690 30.36480 -0.21
C -2.13322 6.37390 28.20657 0.48
C -1.82250 7.44207 27.15106 -1.31
H -1.26657 6.96504 26.34392 0.37
H -2.68444 7.72595 26.54725 0.03
H -1.26513 8.22477 27.66569 0.53
H -1.21654 5.90438 28.56343 0.21
H -2.62530 6.85138 29.05391 -0.57
H -4.47423 5.10939 28.97525 0.32
C -3.65983 1.40477 24.47038 0.37
O -4.43375 0.51202 25.32537 -0.19
O -3.93008 2.69688 24.96226 -1.03
C -2.26575 0.84014 24.14546 0.62
F -1.51374 0.64119 25.23850 -0.24
F -2.36166 -0.34053 23.57645 -0.29
F -1.62215 1.54231 23.31496 -0.22
C -4.72642 -0.80814 24.84493 -0.12
C -5.91045 -1.42798 25.57379 -1.58
H -5.90018 -1.39978 26.66337 0.37
H -6.77933 -0.90374 25.17587 0.37
H -6.03888 -2.49480 25.39085 0.38
H -3.85905 -1.40569 25.12552 0.33
H -4.85944 -0.87468 23.76514 0.39
H -4.12476 1.31633 23.48849 0.40
Br -5.28271 2.00168 34.15868 -0.13
C -6.64895 0.99320 33.16039 -0.62
C -6.07669 0.44779 31.89008 -0.50
Br -4.54951 -0.80354 32.36083 -0.10
H -7.46718 1.63093 32.82590 0.38
H -6.87137 0.11205 33.76223 0.40
H -5.72515 1.14846 31.13272 0.18
H -6.84679 -0.17607 31.43639 0.38
Br -3.00479 13.28591 27.32554 -0.12
C -2.23487 11.48293 27.52872 -0.52
C -2.53712 10.97167 28.88596 -0.46
Br -1.46541 12.00014 30.25107 -0.11
H -1.19202 11.58742 27.22933 0.36
H -2.74085 10.90200 26.75762 0.30
H -2.26301 9.92003 28.96972 0.12
H -3.57785 11.18452 29.13022 0.44
Br -0.28703 3.09089 34.23966 -0.14
C -0.93416 1.96587 32.70088 -0.35
C -0.51938 0.50901 33.03996 -0.61
Br -0.68277 -0.70916 31.49875 -0.19
H -0.44305 2.21637 31.76057 0.26
H -1.98859 2.16862 32.51335 0.20
H -1.12047 0.11353 33.85874 0.39
H 0.51583 0.51502 33.38112 0.45
Br 3.38370 3.30656 28.15648 -0.14
C 2.06864 3.86781 26.74349 -0.50
C 0.72334 3.25204 27.21152 -0.85
Br -0.89916 3.56093 26.03706 0.01
H 2.31473 3.55756 25.72798 0.42
H 2.07638 4.94934 26.87889 0.31
H 0.50436 3.41554 28.26672 0.48
H 0.90106 2.17801 27.15707 0.49
Br 1.36557 7.64618 23.59601 -0.18
C 2.21210 8.92833 24.85406 -0.68
C 1.22566 9.58250 25.69343 -0.34
Br 2.25429 10.75904 26.97940 -0.14
H 2.78646 9.67013 24.29913 0.43
H 2.83628 8.35851 25.54239 0.40
H 0.71044 8.80917 26.26317 0.09
H 0.44645 10.05409 25.09464 0.44
Br -3.94243 7.64966 31.26744 -0.15
C -4.34006 9.47665 31.91514 -0.47
C -5.73010 9.51138 32.49994 -0.48
Br -5.82894 11.15704 33.48642 -0.15
H -4.27554 10.09920 31.02275 0.08
H -3.53903 9.80467 32.57760 0.46
H -5.75321 8.72767 33.25715 0.34
H -6.57223 9.37115 31.82226 0.38

---

> What is the charge in the third record?

+1